Formula: C16H11N6O11SSm
Source: the Open Molecules 2025 dataset
Level of theory: ωB97M-V/def2-TZVPD

The geometry in XYZ format:
```
46
C16H11N6O11SSm ωB97M-V/def2-TZVPD
Sm 0.247 0.674 0.125
O 2.435 0.708 -0.558
C 2.548 -0.089 0.418
O 1.992 0.219 1.518
C 2.863 -1.517 0.139
C 4.067 -2.131 0.369
C 4.174 -3.475 0.038
C 3.132 -4.202 -0.476
C 1.923 -3.552 -0.671
C 1.730 -2.196 -0.391
O 0.625 -1.506 -0.574
N 0.829 -4.394 -1.220
O 1.145 -5.428 -1.753
O -0.306 -3.972 -1.156
N 5.470 -4.160 0.251
O 6.354 -3.510 0.759
O 5.557 -5.312 -0.096
H 4.918 -1.613 0.786
H 3.244 -5.248 -0.719
O -2.271 6.246 -0.741
C -1.022 6.443 -0.322
O -0.556 7.539 -0.158
C -0.193 5.236 -0.044
C 1.093 5.335 0.457
N 1.547 4.082 0.628
N 0.640 3.167 0.250
C -0.413 3.859 -0.161
C -1.563 3.103 -0.731
O -2.598 3.686 -1.004
O -1.327 1.837 -0.884
H -2.480 5.280 -0.744
H 1.683 6.199 0.698
H 2.443 3.765 0.976
C -4.795 0.027 1.298
N -3.964 -0.937 0.582
C -4.393 -1.773 -0.437
C -3.312 -2.451 -0.874
N -2.243 -2.016 -0.124
C -2.639 -1.085 0.760
S -1.695 -0.255 1.928
H -5.830 -0.296 1.210
H -4.668 1.016 0.863
H -4.505 0.037 2.345
H -5.421 -1.799 -0.738
H -3.197 -3.199 -1.633
H -1.268 -2.341 -0.189
```

<S²> = 8.76
strongest force on any atom = 1.2 eV/A
Kohn-Sham gap (spin up / spin down) = 8.485 / 8.555 eV
highest occupied orbital energy (spin up / spin down) = -0.3369 / -0.3373 Eh
multiplicity = 6
energy relative to the best compared isomer or geometry (same formula, charge and spin) = 0.00 kJ/mol

Formula: C11H15ClSi
Source: the Open Molecules 2025 dataset
Level of theory: ωB97M-V/def2-TZVPD

The geometry in XYZ format:
```
28
C11H15ClSi ωB97M-V/def2-TZVPD
C 3.979 0.128 -0.248
C 3.410 -0.423 0.914
C 3.181 0.132 -1.412
C 2.028 -0.756 0.949
C 1.782 0.039 -1.262
C 1.162 -0.440 -0.112
C -0.994 0.172 2.790
C -1.125 -0.816 1.903
C -1.565 1.674 -0.800
C -3.325 -0.179 -1.015
C -1.823 0.177 -0.997
Si -0.637 -0.970 0.099
Cl -1.048 -2.859 -0.388
H 5.069 0.236 -0.098
H 4.125 -0.534 1.798
H 3.557 0.378 -2.332
H 1.502 -1.220 1.687
H 1.138 0.149 -2.221
H -1.424 0.253 3.696
H -0.419 0.960 2.506
H -1.830 -1.719 2.016
H -1.227 1.852 0.155
H -0.954 2.227 -1.593
H -2.560 2.086 -0.915
H -3.722 0.077 -0.032
H -3.391 -1.159 -1.154
H -3.565 0.434 -1.900
H -1.320 0.100 -2.034
```

strongest force on any atom = 4.9 eV/A
Kohn-Sham gap = 10.174 eV
highest occupied orbital energy = -0.3430 Eh
multiplicity = 1
structure (SMILES) = C=C[Si@](Cl)(c1ccccc1)C(C)C
energy relative to the best compared isomer or geometry (same formula, charge and spin) = 96.37 kJ/mol

Formula: C3H4N2O
Source: the Open Molecules 2025 dataset
Level of theory: ωB97M-V/def2-TZVPD

The geometry in XYZ format:
```
10
C3H4N2O ωB97M-V/def2-TZVPD
N 2.220 -0.041 0.204
C 0.962 -0.036 0.095
O 0.301 0.836 -0.627
C -1.121 0.723 -0.622
C -1.594 -0.454 0.221
N -0.554 -0.982 0.697
H 2.627 -0.766 0.786
H 0.136 -1.531 1.124
H -1.448 0.597 -1.658
H -1.529 1.655 -0.221
```

strongest force on any atom = 4.2 eV/A
Kohn-Sham gap = 9.204 eV
highest occupied orbital energy = -0.3130 Eh
multiplicity = 1
energy relative to the best compared isomer or geometry (same formula, charge and spin) = 446.03 kJ/mol

Copy entry 1 word for word.
Formula: C16H11N6O11SSm
Source: the Open Molecules 2025 dataset
Level of theory: ωB97M-V/def2-TZVPD

The geometry in XYZ format:
```
46
C16H11N6O11SSm ωB97M-V/def2-TZVPD
Sm 0.247 0.674 0.125
O 2.435 0.708 -0.558
C 2.548 -0.089 0.418
O 1.992 0.219 1.518
C 2.863 -1.517 0.139
C 4.067 -2.131 0.369
C 4.174 -3.475 0.038
C 3.132 -4.202 -0.476
C 1.923 -3.552 -0.671
C 1.730 -2.196 -0.391
O 0.625 -1.506 -0.574
N 0.829 -4.394 -1.220
O 1.145 -5.428 -1.753
O -0.306 -3.972 -1.156
N 5.470 -4.160 0.251
O 6.354 -3.510 0.759
O 5.557 -5.312 -0.096
H 4.918 -1.613 0.786
H 3.244 -5.248 -0.719
O -2.271 6.246 -0.741
C -1.022 6.443 -0.322
O -0.556 7.539 -0.158
C -0.193 5.236 -0.044
C 1.093 5.335 0.457
N 1.547 4.082 0.628
N 0.640 3.167 0.250
C -0.413 3.859 -0.161
C -1.563 3.103 -0.731
O -2.598 3.686 -1.004
O -1.327 1.837 -0.884
H -2.480 5.280 -0.744
H 1.683 6.199 0.698
H 2.443 3.765 0.976
C -4.795 0.027 1.298
N -3.964 -0.937 0.582
C -4.393 -1.773 -0.437
C -3.312 -2.451 -0.874
N -2.243 -2.016 -0.124
C -2.639 -1.085 0.760
S -1.695 -0.255 1.928
H -5.830 -0.296 1.210
H -4.668 1.016 0.863
H -4.505 0.037 2.345
H -5.421 -1.799 -0.738
H -3.197 -3.199 -1.633
H -1.268 -2.341 -0.189
```

<S²> = 8.76
strongest force on any atom = 1.2 eV/A
Kohn-Sham gap (spin up / spin down) = 8.485 / 8.555 eV
highest occupied orbital energy (spin up / spin down) = -0.3369 / -0.3373 Eh
multiplicity = 6
energy relative to the best compared isomer or geometry (same formula, charge and spin) = 0.00 kJ/mol

Q: What is the energy relative to the best compared isomer or geometry (same formula, charge and spin) in the second record?
A: 96.37 kJ/mol

Q: Among the records above, which one has the highest multiplicity?
A: C16H11N6O11SSm